(1)
C11H20S | ωB97M-V with the def2-TZVPD basis set

Structure (XYZ):
```
32
Properties=species:S:1:pos:R:3:forces:R:3
C -3.22607 0.57875 -0.66129 0.331 0.386 0.540
C -4.10676 1.22967 0.07443 0.203 3.094 1.356
C 0.98699 -1.67235 0.26590 1.617 0.856 1.069
C 0.26571 -0.59488 0.51865 -0.257 0.684 -1.250
C 0.45001 -2.94145 -0.16936 0.510 -2.173 -0.902
C -1.89022 -0.69770 1.66696 1.203 -2.308 0.724
C -1.72312 0.67199 -0.42799 -0.910 1.669 -0.501
C 3.75750 1.15387 0.44743 -0.141 -1.423 -1.093
C 2.14079 1.06595 -1.60969 1.054 1.618 0.143
C -1.26655 -0.55976 0.32978 1.409 -0.576 -2.716
C 2.38217 1.47936 -0.14834 0.303 -2.328 -0.104
S 1.03792 0.92129 1.07686 0.367 0.504 -0.106
H -5.15199 1.19756 -0.14462 -0.588 -0.212 -0.058
H -3.84075 2.15343 0.82680 -0.309 -2.807 -1.676
H 2.06694 -1.70024 0.56331 -0.947 0.280 -0.450
H 0.59737 -3.61790 0.74831 -0.573 0.365 -1.573
H 1.15021 -3.32763 -1.03283 -1.624 0.327 1.534
H -0.62685 -2.83411 -0.49223 1.412 -0.707 0.352
H -1.19986 -1.24410 2.39852 -1.036 0.758 -0.982
H -2.76792 -1.27843 1.50828 -1.041 -0.179 0.601
H -2.07748 0.26686 1.99239 -0.730 1.754 1.268
H -1.44343 0.72341 -1.50034 1.176 -0.196 0.707
H -1.37286 1.62036 0.11098 -0.855 -1.162 -0.842
H -3.57447 -0.04030 -1.51652 0.281 0.169 0.833
H 4.59093 1.12786 -0.25055 -0.225 0.046 -0.954
H 4.14007 1.90956 1.11258 -0.489 -0.235 1.172
H 3.66406 0.09209 0.75814 0.550 0.880 0.772
H 1.06119 1.22620 -1.76992 0.486 -1.049 -0.462
H 2.67391 0.13292 -1.72651 -0.931 -0.761 -0.675
H 2.68002 1.80195 -2.31817 -0.687 -0.940 1.214
H -1.68096 -1.32958 -0.41906 1.190 0.304 1.453
H 2.30346 2.48536 -0.21188 -0.752 3.362 0.606
```
Forces are in eV/Å.

As for the multiplicity: 1. As for the structure (SMILES): C=CC[C@H](C)/C(=C\C)SC(C)C. Its lowest unoccupied orbital energy is 0.0330 Ha. The value obtained for the highest occupied orbital energy is -0.302 Ha. As for the net charge: 0. The value obtained for the energy above the lowest of the compared OMol25 structures with the same formula, charge and spin is 2.829 eV.

(2)
C23H42F18N6O15S6 | ωB97M-V with the def2-TZVPD basis set

Structure (XYZ):
```
110
Properties=species:S:1:pos:R:3:forces:R:3
C 4.09680 0.45954 -5.99332 0.109 1.710 0.770
C 3.37140 -0.55881 -5.10009 1.241 -1.081 -0.379
C 4.31082 -1.67513 -4.61651 -0.327 -0.465 1.144
C 5.30854 -1.24864 -3.48446 -0.545 0.439 -2.652
C 4.45428 -0.75858 -2.37196 -0.126 -1.020 1.853
C 3.69586 0.49729 -2.65767 -2.359 -0.320 0.062
N 2.90103 0.08258 -3.86138 -6.545 2.845 -0.734
O 1.66971 0.38493 -3.84985 5.574 -1.709 0.213
C 4.51642 1.75638 -2.95346 -2.103 1.365 1.461
C 2.60132 0.81066 -1.57649 3.575 -0.505 0.646
C 2.16911 -1.06927 -5.86861 -0.095 -0.431 0.128
H 5.16338 0.66296 -5.69253 -1.155 -0.271 -0.362
H 3.49612 1.40532 -5.92066 0.744 -0.522 -0.233
H 4.03999 0.14813 -7.03411 0.147 -0.238 0.133
H 4.75928 -2.09047 -5.49744 0.470 -0.275 -0.388
H 3.63901 -2.41737 -4.17521 0.218 -0.289 -0.158
H 5.95571 -0.50321 -3.98348 -0.018 0.081 0.811
H 5.94837 -2.06111 -3.20693 0.144 -0.583 0.197
H 4.92695 -0.73937 -1.39267 0.524 0.700 0.000
H 3.69370 -1.51821 -2.11224 0.332 0.119 -0.554
H 5.27045 1.63411 -2.22124 1.391 0.305 0.414
H 3.94176 2.71959 -2.65576 0.724 -1.712 -0.727
H 4.87452 1.86158 -3.94283 0.550 -0.045 -0.775
H 2.26667 1.76190 -1.79935 -1.041 1.650 -0.288
H 3.22116 0.87147 -0.66894 -0.329 0.229 -0.001
H 1.84161 0.11403 -1.33223 -0.391 -0.937 -0.463
H 1.56974 -0.22175 -6.03589 -0.837 1.147 -0.809
H 1.50537 -1.70330 -5.30468 0.167 -0.546 0.495
H 2.38871 -1.55008 -6.82421 0.457 0.132 0.267
C -1.04771 1.20788 3.43477 1.224 -0.733 1.472
C -0.04426 0.39725 4.33367 -1.126 -0.072 -0.639
C 0.91558 1.20354 5.12123 0.218 1.670 -0.452
O 0.22428 2.21287 5.78495 -0.319 1.729 0.244
C 0.37036 3.56589 5.23653 -0.805 -1.219 2.016
N -0.85299 -0.39006 5.32043 -0.608 0.261 0.405
H -0.35371 -0.61834 6.17723 0.127 -0.215 -0.114
H -1.71874 0.05653 5.61329 0.023 0.893 0.161
H -1.30220 -1.21247 4.95307 -0.071 -1.449 -0.586
H -1.77064 1.84127 3.94851 0.124 -0.386 0.569
H -1.54920 0.49276 2.83184 -0.595 -0.361 -0.791
H -0.46478 1.88002 2.85958 0.523 0.424 -1.084
H 0.51052 -0.32500 3.73075 -0.256 -0.051 -0.108
H 1.71809 1.60264 4.48560 -0.120 -0.120 -0.017
H 1.35375 0.68954 5.93523 0.874 -1.329 0.509
H -0.02998 3.54319 4.23448 0.369 0.501 -0.437
H 1.42380 3.87149 5.38119 -0.603 0.125 -0.497
H -0.32252 4.13031 5.90952 0.810 -0.026 -0.783
C -2.63715 -1.35565 -0.18903 2.160 -1.375 -1.149
C -2.19626 -0.19366 -1.05723 -0.204 0.943 -0.327
C -2.90894 1.07865 -0.66514 -0.534 1.866 1.402
O -2.60705 1.40941 0.69580 0.955 -0.509 0.332
C -3.45834 2.28410 1.43577 -0.806 -1.360 -0.817
N -0.67487 0.01845 -0.93237 -0.912 0.863 0.031
H -0.18233 -0.80068 -1.25901 0.211 -0.619 0.051
H -0.29189 0.84743 -1.44176 -0.787 -0.360 0.192
H -0.48974 0.18646 0.06231 0.281 -0.182 -0.024
H -2.41442 -1.16292 0.85250 -0.255 0.068 0.209
H -2.03395 -2.27024 -0.50231 -0.758 0.918 0.486
H -3.66678 -1.59027 -0.36102 -0.621 0.031 0.139
H -2.40956 -0.28932 -2.13040 0.210 -0.483 0.253
H -3.98292 1.02695 -0.71675 -0.734 -1.043 -0.262
H -2.74536 1.93531 -1.32125 0.872 0.040 -0.139
H -3.36959 3.28110 1.06211 -0.242 0.788 -0.360
H -3.19823 2.29045 2.48733 0.400 -0.266 -0.049
H -4.49459 1.87948 1.39599 0.365 0.543 -0.135
C 2.10176 -3.31839 2.18719 -0.726 0.293 0.314
F 1.74248 -2.72103 3.33361 0.478 0.213 0.242
F 3.37671 -3.55118 2.16239 1.507 0.041 0.192
F 1.48080 -4.45583 2.14807 -0.985 -1.247 -0.446
S 1.65555 -2.16361 0.83549 -1.511 0.952 -1.195
O 0.58862 -1.39040 1.42926 0.017 -0.122 0.001
O 2.84854 -1.47055 0.49301 1.246 0.385 0.075
N 1.05887 -2.93970 -0.40269 0.046 0.674 1.208
S 1.66056 -3.19687 -1.81700 -1.926 -1.335 -0.712
O 1.23884 -2.24824 -2.83542 0.669 0.698 0.533
O 2.98109 -3.73756 -1.88034 0.564 0.179 -0.020
C 0.46016 -4.56773 -2.16834 -0.740 1.889 2.090
F 0.51210 -5.39960 -1.14207 0.065 -0.999 -0.207
F -0.81419 -4.07012 -2.19400 0.833 -0.259 -0.314
F 0.73356 -5.11825 -3.29195 0.249 -1.203 -1.577
C -0.40689 5.04550 -0.57819 -2.511 0.292 0.449
F -0.20635 5.91686 -1.54675 0.125 0.019 -0.121
F -0.19701 5.65680 0.59603 0.739 -0.613 -0.361
F -1.74384 4.70532 -0.55051 0.809 0.390 -0.215
S 0.45916 3.47997 -0.93341 -2.694 -0.879 -0.068
O 1.78768 3.86657 -1.15124 2.290 0.456 -0.376
O 0.10040 2.61112 0.16085 0.447 0.197 -0.287
N -0.35275 2.94402 -2.22836 0.925 0.246 1.556
S 0.05006 3.23448 -3.72414 0.357 -1.270 -1.039
O -0.46496 4.41859 -4.31000 0.001 1.276 0.125
O 1.41250 2.84009 -4.06860 -0.800 0.294 0.261
C -1.12414 1.99649 -4.51185 0.810 1.046 3.018
F -2.36722 2.23578 -4.02936 0.548 -0.450 -0.866
F -1.03343 2.21377 -5.78243 -0.488 -0.751 -1.239
F -0.76500 0.74895 -4.13894 -0.666 0.029 -0.787
C -4.79173 -1.87800 6.64097 -1.152 0.137 -0.887
F -6.08654 -2.11182 6.67710 -1.220 -0.104 -0.154
F -4.65296 -0.52740 6.53753 0.549 -0.963 -0.533
F -4.29873 -2.24666 7.78603 1.004 -0.183 1.131
S -4.02814 -3.02857 5.33596 2.503 0.405 0.789
O -2.75985 -2.29917 5.23292 -0.237 -0.338 -0.222
O -3.92478 -4.31194 5.93370 -0.438 -0.314 0.804
N -4.83142 -3.21768 4.01580 0.156 -2.178 3.371
S -4.91140 -2.10800 3.02314 -1.365 2.366 -1.901
O -4.02420 -1.01983 3.34615 -0.641 0.658 -0.885
O -4.97050 -2.70057 1.73602 0.389 0.268 -1.354
C -6.73916 -1.57373 3.22284 0.230 -0.132 1.642
F -7.26126 -1.38527 2.05520 -0.407 0.720 -1.602
F -7.52855 -2.46096 3.84481 0.590 -0.771 -0.014
F -6.85991 -0.47518 3.97835 0.474 0.716 -0.189
```
Forces are in eV/Å.

As for the multiplicity: 1. Its lowest unoccupied orbital energy is -0.1122 Ha. The value obtained for the highest occupied orbital energy is -0.372 Ha. As for the net charge: 0.

(3)
C9H16BaO4 | ωB97M-V with the def2-TZVPD basis set

Structure (XYZ):
```
30
Properties=species:S:1:pos:R:3:forces:R:3
C 4.21873 1.38568 0.62210 0.222 -0.503 0.092
C 3.86482 0.10813 0.43118 -1.141 -0.239 -0.378
C 2.43991 -0.06614 -0.14480 0.933 1.480 1.263
C 2.31587 0.58005 -1.51744 -0.041 -1.253 0.105
O 2.02116 -1.51472 -0.17642 -6.021 5.431 3.069
C 1.05357 -1.75840 0.94308 -1.494 -0.326 0.087
O 1.39452 -1.54163 2.02994 1.143 0.250 1.029
O -0.04882 -2.26437 0.50930 -0.014 -0.212 -0.648
C -0.92851 -1.35702 -0.23772 -0.557 0.666 -0.463
C -2.01086 -0.79992 0.66172 0.198 -0.278 -0.128
O -2.86827 -0.15522 -0.22006 0.120 0.295 0.024
C -3.91972 0.55014 0.45708 -0.327 -0.156 -0.059
C -4.56123 1.55576 -0.47802 -0.093 -0.216 0.362
H 3.48692 2.04360 1.07047 -0.441 0.663 -1.101
H 5.16940 1.78197 0.30764 0.737 -0.085 1.294
H 4.48322 -0.75112 0.71362 0.581 0.283 -0.988
H 1.78129 0.48567 0.51684 -0.517 -0.346 0.252
H 2.40712 1.64637 -1.38601 0.062 0.288 -0.017
H 3.11004 0.24978 -2.18384 0.149 0.074 -0.262
H 1.35066 0.34195 -1.94632 -0.242 0.109 -0.228
H -1.37701 -1.86349 -1.07906 0.025 -0.613 0.019
H -0.38037 -0.51697 -0.65184 0.460 0.033 -0.011
H -2.47762 -1.61977 1.20545 -0.212 -0.092 0.203
H -1.56968 -0.09425 1.36662 0.005 0.073 0.348
H -3.54732 1.04212 1.35145 0.435 0.087 0.105
H -4.64145 -0.18493 0.80124 -0.174 -0.196 0.054
H -5.57588 1.26311 -0.70262 -0.232 -0.037 -0.246
H -3.99969 1.63508 -1.39706 0.147 0.073 -0.231
H -4.60233 2.51769 0.01159 0.005 0.350 -0.067
Ba 3.41155 -2.69918 -0.87811 6.287 -5.602 -3.480
```
Forces are in eV/Å.

As for the multiplicity: 1. Its lowest unoccupied orbital energy is -0.2882 Ha. The value obtained for the highest occupied orbital energy is -0.552 Ha. As for the net charge: +2.

DFT total energy / eV: -22563.26055; -178103.09090; -18455.81997